1.
Formula: C5H13NO
Source: OMol25
Level of theory: the ωB97M-V functional and the def2-TZVPD basis

XYZ file:
```
20
C5H13NO | OMol25 | the ωB97M-V functional and the def2-TZVPD basis
C -0.92 2.07 -0.86
C 0.17 1.60 0.12
C -0.22 0.64 1.18
N 0.81 0.36 2.07
O -1.24 0.01 1.30
H -1.62 2.64 -0.24
H -1.55 1.22 -1.15
H -0.37 2.44 -1.72
H 1.08 1.23 -0.37
H 0.52 2.49 0.68
H 0.66 -0.29 2.82
H 1.73 0.76 2.07
C 0.29 -1.48 -1.49
C 0.82 -2.86 -1.78
H 0.13 -1.23 -0.43
H 0.94 -0.70 -1.90
H -0.72 -1.27 -1.85
H 1.28 -3.02 -2.75
H 0.03 -3.61 -1.67
H 1.58 -3.19 -1.06
```

Its energy above the lowest of the compared OMol25 structures with the same formula, charge and spin is 11.35 kcal/mol. As for the SMILES: CCC(N)=O.CC. The calculation puts the maximum force at 2.631 eV/Å. For the frontier orbital gap, the calculation gives 10.851 eV.



2.
Formula: C6H14OS2
Source: OMol25
Level of theory: the ωB97M-V functional and the def2-TZVPD basis

XYZ file:
```
23
C6H14OS2 | OMol25 | the ωB97M-V functional and the def2-TZVPD basis
C -0.93 2.25 -0.38
C -0.49 0.93 1.77
C 3.71 0.61 0.58
C -1.04 -2.87 -1.10
C -1.05 0.82 0.35
C -0.42 -0.28 -0.35
O -0.75 -2.00 1.51
S 2.61 0.92 -0.74
S -0.08 -1.92 0.27
H 0.22 2.40 -0.59
H -1.45 2.20 -1.29
H -1.36 2.93 0.32
H -0.36 -0.13 2.19
H -1.04 1.64 2.33
H 0.47 1.37 1.70
H 3.98 -0.52 0.60
H 3.23 0.85 1.65
H 4.58 1.15 0.36
H -1.77 -2.18 -1.54
H -1.41 -3.76 -0.66
H -0.12 -3.19 -1.61
H -2.12 0.79 0.42
H -0.43 -0.09 -1.37
```

Its energy above the lowest of the compared OMol25 structures with the same formula, charge and spin is 144.54 kcal/mol. The calculation puts the maximum force at 4.596 eV/Å. For the frontier orbital gap (spin up / spin down), the calculation gives 5.410 / 5.410 eV.



3.
Formula: C19H26N2O2
Source: OMol25
Level of theory: the ωB97M-V functional and the def2-TZVPD basis

XYZ file:
```
49
C19H26N2O2 | OMol25 | the ωB97M-V functional and the def2-TZVPD basis
C 1.53 4.33 -2.24
C 0.27 3.51 -2.43
C 0.54 2.06 -1.94
C 0.61 2.02 -0.38
N -0.44 1.07 0.13
C -1.76 1.54 -0.27
C -1.92 1.33 -1.81
C -0.51 1.04 -2.34
C -0.12 -0.36 -1.74
C -0.18 -0.37 -0.19
C 1.01 -1.01 0.75
N 0.83 -0.38 2.07
C -0.26 -1.10 2.59
C -1.28 -0.71 3.49
C -2.27 -1.61 3.87
C -2.23 -2.94 3.39
C -1.24 -3.32 2.47
C -0.28 -2.37 2.03
C 0.94 -2.48 1.18
O 1.99 -3.00 2.05
C 1.09 -3.16 -0.15
C 2.32 -2.33 -0.64
O 2.27 -1.03 0.04
H 1.39 5.38 -2.55
H 1.84 4.36 -1.19
H 2.38 3.93 -2.84
H 0.00 3.49 -3.50
H -0.54 3.97 -1.91
H 1.49 1.71 -2.38
H 1.61 1.72 -0.02
H 0.38 2.98 0.12
H -2.54 0.96 0.25
H -1.91 2.60 -0.02
H -2.34 2.28 -2.24
H -2.56 0.49 -2.06
H -0.51 1.00 -3.47
H 0.89 -0.56 -2.08
H -0.78 -1.14 -2.10
H -1.12 -0.92 0.04
H 0.71 0.62 2.00
H -1.29 0.33 3.82
H -3.03 -1.27 4.55
H -2.93 -3.69 3.72
H -1.21 -4.35 2.11
H 2.13 -2.30 2.70
H 1.28 -4.26 -0.08
H 0.21 -2.96 -0.79
H 3.24 -2.88 -0.33
H 2.29 -2.20 -1.72
```

Its energy above the lowest of the compared OMol25 structures with the same formula, charge and spin is 82.75 kcal/mol. As for the SMILES: CC[C@H]1CN2CC[C@@H]1C[C@H]2[C@@]12Nc3ccccc3[C@@]1(O)CCO2. The calculation puts the maximum force at 2.542 eV/Å. For the frontier orbital gap, the calculation gives 8.872 eV.



4.
Formula: C7H8O
Source: OMol25
Level of theory: the ωB97M-V functional and the def2-TZVPD basis

XYZ file:
```
16
C7H8O | OMol25 | the ωB97M-V functional and the def2-TZVPD basis
C 1.22 -0.55 0.07
C 1.51 1.00 0.28
C 0.37 1.70 -0.05
C -0.64 0.71 -0.35
C -2.06 0.33 -0.01
C -1.65 -1.15 0.05
C -0.25 -0.58 0.32
H 2.47 1.42 0.32
H 0.35 2.80 -0.20
H -0.57 0.47 -1.45
H -2.90 0.49 -0.78
H -2.21 0.78 1.00
H -2.03 -1.79 0.92
H -1.76 -1.71 -0.91
H -0.30 -0.25 1.43
O 2.00 -1.37 -0.27
```

Its energy above the lowest of the compared OMol25 structures with the same formula, charge and spin is 75.88 kcal/mol. The calculation puts the maximum force at 3.347 eV/Å. For the frontier orbital gap, the calculation gives 9.903 eV.



5.
Formula: C20H44N2O6PS
Source: OMol25
Level of theory: the ωB97M-V functional and the def2-TZVPD basis

XYZ file:
```
74
C20H44N2O6PS | OMol25 | the ωB97M-V functional and the def2-TZVPD basis
C -1.20 -0.79 2.50
C 0.21 -1.10 1.98
C 1.01 0.14 1.57
C 2.37 -0.17 0.91
C 2.31 -0.74 -0.53
C 1.46 0.12 -1.51
C -0.01 -0.28 -1.67
N -0.32 -1.56 -2.41
S 1.08 -2.22 -3.33
C -0.70 -2.67 -1.47
C -1.03 -3.99 -2.17
O -1.94 -3.91 -3.25
C -1.78 -2.80 -4.11
C -1.46 -1.46 -3.41
C -2.75 -0.78 -2.89
C -3.81 -1.71 -2.25
N -4.80 -0.98 -1.46
C -4.21 -0.38 -0.23
C -4.22 1.19 -0.40
C -5.76 -1.97 -0.98
C -7.23 -1.86 -1.38
O -5.45 -2.85 -0.27
H -1.25 0.09 3.15
H -1.89 -0.62 1.67
H -1.58 -1.67 3.04
H 0.11 -1.85 1.18
H 0.78 -1.60 2.78
H 0.45 0.79 0.88
H 1.20 0.74 2.46
H 3.06 0.70 0.96
H 2.83 -0.96 1.53
H 3.33 -0.67 -0.91
H 2.06 -1.80 -0.55
H 1.44 1.12 -1.05
H 1.97 0.28 -2.46
H -0.43 -0.39 -0.66
H -0.54 0.57 -2.10
H 1.33 -1.29 -4.28
H 0.14 -2.88 -0.79
H -1.50 -2.31 -0.82
H -0.14 -4.55 -2.48
H -1.51 -4.62 -1.41
H -1.10 -3.02 -4.93
H -2.76 -2.64 -4.59
H -1.09 -0.81 -4.21
H -2.59 0.06 -2.20
H -3.23 -0.34 -3.77
H -4.36 -2.18 -3.08
H -3.41 -2.54 -1.66
H -3.14 -0.64 -0.17
H -4.74 -0.63 0.69
H -4.73 1.70 0.42
H -4.75 1.42 -1.33
H -3.20 1.58 -0.53
H -7.78 -2.64 -0.85
H -7.62 -0.90 -1.03
H -7.39 -2.03 -2.45
C 6.00 5.77 4.31
O 5.63 4.40 4.54
P 4.96 3.61 3.19
O 3.56 4.05 3.56
O 5.27 2.11 3.72
C 5.93 1.86 4.96
O 4.45 3.01 1.68
C 4.45 4.01 0.65
H 6.42 6.17 5.23
H 6.75 5.84 3.52
H 5.13 6.35 4.02
H 5.30 2.18 5.79
H 6.89 2.36 5.00
H 6.10 0.79 5.04
H 5.47 4.38 0.49
H 3.81 4.85 0.93
H 4.11 3.55 -0.28
```

Its energy above the lowest of the compared OMol25 structures with the same formula, charge and spin is 43.95 kcal/mol. The calculation puts the maximum force at 9.023 eV/Å. For the frontier orbital gap, the calculation gives 7.304 eV. As for the charge: +1.



6.
Formula: C40H29CsF5NO4P2S
Source: OMol25
Level of theory: the ωB97M-V functional and the def2-TZVPD basis

XYZ file:
```
83
C40H29CsF5NO4P2S | OMol25 | the ωB97M-V functional and the def2-TZVPD basis
Cs 0.75 -1.09 -0.55
O -1.36 -1.05 3.86
C -0.67 -0.67 2.91
O -1.04 -0.14 1.82
C 0.85 -0.90 3.04
C 1.36 -1.76 4.01
C 2.73 -1.95 4.08
C 3.56 -1.26 3.19
C 2.96 -0.44 2.25
N 1.64 -0.26 2.18
C 3.79 0.30 1.18
O 4.96 0.59 1.50
O 3.18 0.53 0.11
H 0.67 -2.26 4.67
H 3.16 -2.62 4.81
H 4.63 -1.35 3.20
C -0.28 2.35 -0.35
C 0.52 2.70 0.90
P -0.48 3.13 2.38
C 0.86 3.29 3.63
C 0.54 3.91 4.84
C 1.47 4.03 5.86
C 2.75 3.51 5.69
C 3.08 2.88 4.50
C 2.14 2.77 3.48
C -0.75 4.94 2.09
C -2.05 5.41 1.99
C -2.32 6.75 1.71
C -1.27 7.64 1.55
C 0.04 7.19 1.67
C 0.30 5.85 1.94
C -1.42 3.30 -0.70
P -2.35 2.81 -2.21
C -3.05 1.18 -1.76
C -3.47 0.36 -2.81
C -3.96 -0.92 -2.56
C -4.00 -1.41 -1.26
C -3.57 -0.61 -0.21
C -3.11 0.68 -0.45
C -3.79 3.93 -1.94
C -4.98 3.56 -1.33
C -5.98 4.49 -1.10
C -5.81 5.81 -1.47
C -4.62 6.20 -2.09
C -3.63 5.27 -2.33
H -0.71 1.36 -0.20
H 0.42 2.28 -1.19
H 1.27 3.47 0.70
H 1.06 1.79 1.18
H -0.46 4.30 4.98
H 1.20 4.51 6.78
H 3.48 3.58 6.49
H 4.07 2.46 4.35
H 2.44 2.28 2.56
H -2.87 4.71 2.11
H -3.34 7.09 1.61
H -1.47 8.68 1.33
H 0.87 7.88 1.55
H 1.32 5.51 2.03
H -1.05 4.31 -0.88
H -2.12 3.37 0.13
H -3.39 0.71 -3.83
H -4.26 -1.55 -3.39
H -4.33 -2.42 -1.07
H -3.53 -0.98 0.81
H -2.77 1.25 0.40
H -5.12 2.53 -1.02
H -6.90 4.18 -0.62
H -6.59 6.54 -1.28
H -4.48 7.23 -2.38
H -2.71 5.57 -2.82
F -3.29 -5.69 -5.93
C -2.34 -5.42 -5.01
C -2.19 -4.14 -4.51
F -3.01 -3.16 -4.96
C -1.21 -3.86 -3.58
F -1.13 -2.59 -3.15
C -0.31 -4.82 -3.09
S 0.94 -4.46 -1.95
C -0.51 -6.10 -3.62
F 0.29 -7.11 -3.24
C -1.48 -6.40 -4.55
F -1.61 -7.65 -5.03
```

Its energy above the lowest of the compared OMol25 structures with the same formula, charge and spin is 11.99 kcal/mol. The calculation puts the maximum force at 0.284 eV/Å. For the frontier orbital gap, the calculation gives 6.295 eV. As for the charge: -2.